The following is a DFT calculation (ωB97M-V with the def2-TZVPD basis set) of a structure of composition C25H29AsMoN3S2.

Structure (XYZ):
```
61
Properties=species:S:1:pos:R:3:forces:R:3:mulliken_charge:R:1
Mo -1.04552 -0.24533 -0.01947 -0.3 -0.5 -0.4 -0.914
S 0.15438 1.53373 3.83569 0.6 -1.3 -0.5 -0.171
C 0.70634 -0.18821 3.94149 -0.6 1.0 1.8 0.711
C 1.12862 -0.85260 5.12356 0.3 1.1 -0.5 -0.630
C 1.41651 -2.19311 5.01493 -0.4 -0.1 -0.4 -0.538
C 1.17274 -2.88297 3.82007 -0.4 0.6 -0.4 -0.841
C 0.58287 -2.22557 2.74799 0.4 -0.3 -1.2 -0.407
C 0.39830 -0.85747 2.77598 -0.2 0.3 0.5 -0.185
N -0.18296 -0.02223 1.78915 -0.1 0.3 0.4 0.033
C -0.31981 1.25332 2.23875 -0.3 0.6 -0.1 0.968
C -0.89683 2.26040 1.32174 0.2 -1.1 0.0 1.069
C -1.01874 3.58805 1.65554 0.7 -0.2 1.7 -0.732
C -1.60614 4.46254 0.79292 -0.2 0.2 -1.2 -0.862
C -2.07221 4.03813 -0.42694 -0.7 -1.0 -1.1 -0.711
C -1.94908 2.66794 -0.81600 -0.4 0.7 -0.1 0.164
C -1.34578 1.75177 0.05759 0.0 1.0 0.4 0.473
H 1.29876 -0.31806 6.07498 -0.2 -0.3 -0.7 0.424
H 1.74579 -2.72406 5.88059 0.3 -0.3 0.3 0.455
H 1.42640 -3.91718 3.70733 0.0 -0.4 0.2 0.468
H 0.34156 -2.69330 1.78818 0.2 -0.5 0.4 0.345
H -0.66094 3.95875 2.62880 -0.1 -0.2 -0.5 0.432
H -1.67439 5.50009 0.97583 -0.1 0.9 0.6 0.507
H -2.60203 4.78019 -1.05720 0.5 -0.8 0.2 0.438
H -2.38206 2.36148 -1.78426 0.4 0.1 0.6 0.480
C 2.31148 -1.59179 -1.24392 -1.0 -0.6 -1.1 -1.043
As 1.11249 -0.12299 -1.38230 0.2 0.6 0.6 1.072
C 0.82785 0.44877 -3.16952 0.3 -0.3 -0.3 -1.216
C 2.26671 1.17221 -0.40131 -1.5 0.2 -0.4 -1.068
C 3.29371 1.67023 -1.32199 -0.3 0.6 -0.8 0.285
C 4.49840 0.99038 -1.42278 0.4 -0.4 0.6 -0.098
C 5.44472 1.40958 -2.34866 0.8 -1.2 0.2 -0.587
C 5.17611 2.46794 -3.17490 0.5 0.7 -0.4 -0.549
C 4.01450 3.21806 -2.99615 -0.7 0.1 -1.2 -0.606
C 3.00542 2.78671 -2.17492 0.9 -1.4 1.8 -0.525
H 3.28004 -1.15678 -1.38261 0.6 -0.1 -0.4 0.356
H 2.04006 -2.36834 -1.97210 0.5 0.1 0.3 0.409
H 2.22708 -1.93958 -0.24210 0.0 -0.5 0.8 0.345
H 0.37597 1.43257 -3.19004 0.3 0.3 0.0 0.362
H 0.08616 -0.23289 -3.53911 -0.3 -0.4 -0.6 0.506
H 1.76789 0.34460 -3.73903 -0.5 0.3 0.2 0.378
H 2.58667 0.55868 0.40293 0.7 -0.5 0.8 0.724
H 1.55514 1.88594 -0.01611 0.1 0.6 0.1 0.518
H 4.72922 0.13514 -0.74423 -0.2 0.9 -0.6 0.381
H 6.39168 0.84752 -2.42489 -0.6 0.4 -0.1 0.400
H 5.88561 2.73938 -3.96537 -0.3 0.0 0.5 0.424
H 3.81676 4.06319 -3.64246 0.2 0.1 0.0 0.406
H 2.05442 3.26915 -2.02054 -0.1 0.4 -0.3 0.435
C -4.90373 -4.20430 -2.00713 1.3 -0.1 1.3 -1.062
N -4.06430 -2.99229 -1.89151 -1.2 -1.5 0.6 -0.159
C -3.88201 -2.37848 -0.75964 0.8 0.8 0.3 0.911
S -3.15455 -0.73266 -0.96506 0.0 -0.3 0.7 -0.411
N -4.24170 -2.88021 0.40250 0.0 0.9 0.2 -0.248
C -4.29555 -2.12478 1.70968 -0.3 -1.4 -1.2 -0.948
H -5.30568 -4.31232 -2.97026 0.0 -0.1 -1.5 0.366
H -5.76927 -4.05496 -1.39616 -0.5 -0.1 0.7 0.394
H -4.30711 -5.08654 -1.69476 -0.6 0.4 -0.3 0.347
H -3.78549 -2.54365 -2.71065 0.6 0.8 -1.4 0.231
H -4.69172 -3.79412 0.37874 0.1 0.3 0.1 0.248
H -3.54928 -2.58312 2.33674 0.1 0.1 0.5 0.307
H -5.30670 -2.29840 2.06603 0.1 0.2 0.4 0.324
H -4.10674 -1.07812 1.54636 0.0 0.3 -0.1 0.415
```
Positions in Å, forces in eV/Å.

Output
- spin multiplicity = 3
- ⟨S²⟩ = 2.049
- HOMO (spin up / spin down) (Ha) = -0.5888 / -0.5908
- orbital gap (spin up / spin down) (eV) = 4.7 / 5.4
- LUMO level (spin up / spin down) (eV) = -11.36 / -10.68
- total charge = +3

The following is a DFT calculation (ωB97M-V with the def2-TZVPD basis set) of a structure of composition C25H29BO4.

Structure (XYZ):
```
59
Properties=species:S:1:pos:R:3:forces:R:3:mulliken_charge:R:1
C 6.41747 -0.91865 2.56715 0.8 -0.7 -0.2 -1.135
C 5.46916 0.12362 2.94294 -1.1 1.7 0.5 0.611
C 5.52516 1.51616 2.85789 0.2 -2.2 0.2 -0.701
C 4.20962 1.93580 3.15116 -1.7 -1.0 0.5 -0.559
C 3.37127 0.81246 3.38499 1.0 1.7 -0.4 -0.132
B 1.85050 0.53162 2.62700 6.5 2.7 1.8 1.273
O 1.03717 -0.46644 3.22425 -2.4 0.0 -1.1 -0.598
C -0.05399 -0.42381 2.35332 2.5 -4.0 -1.5 0.111
C 0.15739 0.26668 0.97866 0.1 1.1 0.8 1.625
C -0.90826 0.19045 -0.09565 -0.8 -0.1 -0.5 -1.422
C 1.52634 -0.22438 0.43776 0.6 0.1 0.6 -1.291
O 2.51606 0.06052 1.39246 -1.7 -0.4 -0.6 -0.574
C 0.20315 1.72784 1.55948 0.6 0.8 -0.2 -1.100
O 1.24369 1.85410 2.51604 -1.1 -1.1 -0.6 -0.475
O 4.21056 -0.27354 3.34991 1.1 0.0 -0.9 -0.316
H 7.41182 -0.47123 2.45139 -0.1 -0.2 0.1 0.327
H 6.47518 -1.72419 3.30876 0.0 0.1 0.0 0.277
H 6.17062 -1.39346 1.60332 -0.1 0.2 0.2 0.214
H 6.42115 2.08429 2.57279 -0.7 -0.2 0.2 0.375
H 3.87390 2.95146 3.12672 -0.3 0.3 -0.1 0.506
H -0.40023 -1.44706 2.32832 -0.2 0.5 -0.3 0.216
H -0.69683 0.21914 3.03244 -2.6 1.0 0.3 -0.366
H -0.74462 1.06166 -0.76359 -0.1 -0.5 0.3 0.430
H -0.92923 -0.71016 -0.75602 0.4 0.4 0.7 0.237
H -1.92018 0.26992 0.32121 0.3 0.1 -0.3 0.111
H 1.46425 -1.30703 0.24886 -0.2 -0.1 0.0 0.375
H 1.86174 0.22274 -0.50674 -0.7 0.3 -0.1 0.425
H 0.35486 2.49112 0.78916 -0.1 -0.1 -0.3 0.356
H -0.75616 1.95544 2.07151 0.7 -0.1 -0.6 0.569
C -5.59523 4.64490 3.36235 0.1 0.1 0.0 -1.428
C -4.52998 3.58445 3.33810 0.3 -0.7 0.2 0.836
C -4.24091 2.76214 4.43383 -0.4 -0.1 0.0 -0.814
C -3.38810 1.66340 4.31596 0.0 0.0 0.1 -0.890
C -2.80446 1.30316 3.09652 0.4 1.2 0.2 0.247
C -2.10202 -0.02432 3.05051 -1.5 -0.7 1.4 0.398
C -2.84764 -1.04202 2.20995 0.5 -0.5 -0.8 -0.102
C -2.31038 -2.33151 1.96998 0.3 0.3 -0.3 -0.370
C -2.75081 -3.12654 0.91691 0.1 0.0 1.0 -1.204
C -3.85954 -2.74167 0.16607 0.6 -0.1 0.2 1.228
C -4.41478 -3.67496 -0.84912 -0.2 0.0 -0.3 -1.416
C -4.45044 -1.51054 0.42874 -0.2 -0.5 0.3 -1.107
C -4.01933 -0.72090 1.49399 0.3 0.8 -0.9 -0.122
C -2.97803 2.22639 2.02512 0.0 -0.2 0.1 0.747
C -3.80987 3.34021 2.16648 -0.2 -0.4 -0.3 -1.191
H -5.56195 5.18425 2.41196 -0.1 0.2 0.3 0.359
H -6.60362 4.22386 3.45138 0.2 -0.1 0.0 0.298
H -5.46205 5.33188 4.20604 0.0 0.0 -0.2 0.368
H -4.77598 2.93683 5.37216 0.3 -0.1 -0.2 0.371
H -3.17933 1.03612 5.18170 -0.2 0.2 -0.1 0.422
H -1.85573 -0.49478 4.03033 -0.4 0.8 -0.3 0.538
H -1.42974 -2.65257 2.52934 -0.6 -0.2 -0.1 0.780
H -2.22285 -4.06798 0.72072 -0.4 0.3 0.1 0.388
H -5.23409 -3.15205 -1.34362 0.0 -0.4 -0.4 0.372
H -3.64655 -4.00206 -1.56452 -0.3 0.1 0.1 0.336
H -4.82004 -4.56406 -0.34668 0.1 0.2 -0.2 0.316
H -5.27086 -1.22149 -0.23842 0.1 0.1 0.6 0.296
H -4.54054 0.23175 1.61060 0.4 -0.3 0.3 0.412
H -2.42207 2.12253 1.08463 -0.6 -0.1 0.4 0.285
H -4.01006 4.00686 1.31858 0.4 -0.4 0.2 0.279
```
Positions in Å, forces in eV/Å.

Output
- spin multiplicity = 1
- ΔE to the lowest compared entry with this formula, charge and spin (kcal/mol) = 27.5
- HOMO (Ha) = -0.2203
- orbital gap (eV) = 4.3
- LUMO level (eV) = -1.73

The following is a DFT calculation (ωB97M-V with the def2-TZVPD basis set) of a structure of composition C25H29Br2N4OTi.

Structure (XYZ):
```
62
Properties=species:S:1:pos:R:3:forces:R:3:mulliken_charge:R:1
Ti 1.25636 -0.59144 -0.15268 0.0 -0.4 0.0 -0.179
O 3.10155 0.89673 3.40291 0.1 -0.1 0.0 -0.804
C 2.76572 0.63373 2.24683 -0.1 0.2 -0.1 0.066
N 2.36309 -0.52403 1.71887 -0.4 0.1 -0.1 0.264
C 2.22253 -1.62542 2.64597 0.0 0.0 0.0 -1.176
C 0.84848 -2.21353 2.49704 0.0 0.0 0.0 0.532
C 0.27807 -3.05363 3.44720 0.0 0.0 0.0 -0.906
C -0.98808 -3.55466 3.22308 0.0 0.0 0.0 -0.424
C -1.65607 -3.20985 2.05442 0.0 0.0 0.0 -0.873
C -1.02291 -2.37886 1.15590 0.0 0.0 0.0 -0.451
N 0.20225 -1.89015 1.37935 -0.1 0.1 0.0 1.026
C 2.73786 1.74593 1.22272 0.2 0.0 0.0 0.314
C 3.40588 2.94357 1.42533 -0.1 0.0 0.1 -0.605
C 3.35592 3.89996 0.42927 0.0 0.0 0.0 -0.468
C 2.64317 3.63173 -0.73285 0.0 0.0 0.0 -0.636
C 2.01298 2.41006 -0.85788 0.0 0.0 0.0 -0.449
N 2.06483 1.49160 0.10714 -0.1 -0.3 -0.1 0.675
H 2.95394 -2.41147 2.42277 0.0 0.0 0.0 0.304
H 2.38741 -1.29631 3.67488 0.0 0.0 0.0 0.543
H 0.82913 -3.29537 4.34641 0.0 0.0 0.0 0.493
H -1.45555 -4.20653 3.95061 0.0 0.0 0.0 0.397
H -2.64746 -3.58279 1.83956 0.0 0.0 0.0 0.462
H -1.48206 -2.08076 0.22259 0.0 0.0 0.0 0.203
H 3.93614 3.08225 2.35668 0.0 0.0 0.0 0.529
H 3.86929 4.84604 0.54805 0.0 0.0 0.0 0.404
H 2.58216 4.35242 -1.53614 0.0 0.0 0.0 0.467
H 1.45633 2.13540 -1.74426 0.0 0.0 0.0 0.257
Br 2.97002 -0.62075 -1.95759 0.0 0.1 0.0 -0.579
C 2.11592 -4.05962 -2.55833 0.0 -0.2 -0.1 -1.119
Br 1.42178 -3.44930 -0.72458 0.0 0.1 0.2 0.027
H 3.01827 -4.59360 -2.20982 0.0 0.1 0.0 0.240
H 1.37817 -4.87036 -2.71385 0.0 0.1 0.0 0.210
C -0.99263 -1.91984 -3.06998 0.0 0.0 0.0 -1.222
C -1.37830 -0.46786 -3.35450 0.1 0.0 0.0 0.318
C -0.17691 0.34811 -3.84287 0.0 0.0 0.1 -1.152
C -2.11751 0.21246 -2.21363 -0.1 0.0 -0.1 0.763
C -3.43365 0.58425 -2.45779 0.0 0.0 0.0 -0.904
C -4.19441 1.24939 -1.51239 0.0 0.0 0.0 -1.260
C -3.60710 1.57495 -0.30514 0.0 0.0 0.0 -1.141
C -2.29147 1.23054 0.00245 0.0 0.0 0.0 0.553
C -1.77729 1.80156 1.32017 0.0 0.0 0.0 0.685
C -1.05120 0.86275 2.28050 0.0 0.0 0.0 -1.404
C -0.94630 3.06092 1.05431 0.0 0.0 0.0 -1.474
C -1.53266 0.50071 -0.95211 0.0 -0.3 0.1 -0.449
N -0.27320 -0.00258 -0.68069 0.6 0.3 0.2 1.422
H -0.53446 -2.37054 -3.95209 0.0 0.0 0.0 0.485
H -1.87599 -2.50665 -2.80165 0.0 0.0 0.0 0.360
H -0.26613 -2.00377 -2.26533 -0.1 0.0 -0.1 -0.120
H -2.09699 -0.48750 -4.18037 0.0 0.0 0.0 0.519
H 0.62161 0.35044 -3.10322 0.0 0.0 0.0 -0.127
H -0.47431 1.37785 -4.06000 0.0 0.0 0.0 0.330
H 0.23055 -0.09496 -4.75379 0.0 0.0 0.0 0.446
H -3.86615 0.34356 -3.42279 0.0 0.0 0.0 0.360
H -5.22267 1.52095 -1.71829 0.0 0.0 0.0 0.369
H -4.18133 2.12268 0.43488 0.0 0.0 0.0 0.340
H -2.67702 2.12726 1.85087 0.0 0.0 0.0 0.553
H -0.05752 0.60073 1.92888 0.0 0.0 0.0 0.191
H -1.61107 -0.06117 2.43984 0.0 0.0 0.0 0.229
H -0.93492 1.36050 3.24718 0.0 0.0 0.0 0.577
H -0.08402 2.81791 0.44025 0.1 0.0 0.0 0.204
H -0.58584 3.49392 1.99160 0.0 0.0 0.0 0.394
H -1.53621 3.81241 0.52610 0.0 0.0 0.0 0.412
```
Positions in Å, forces in eV/Å.

Output
- spin multiplicity = 1
- ΔE to the lowest compared entry with this formula, charge and spin (kcal/mol) = 38.5
- HOMO (Ha) = -0.1182
- orbital gap (eV) = 5.7
- LUMO level (eV) = 2.50
- total charge = -1

The following is a DFT calculation (ωB97M-V with the def2-TZVPD basis set) of a structure of composition C25H29Br39FN3O2S2.

Structure (XYZ):
```
101
Properties=species:S:1:pos:R:3:forces:R:3:mulliken_charge:R:1
N 0.60093 -3.78176 -1.09329 -0.6 0.2 1.3 -0.468
C 0.39167 -3.49778 0.00991 1.0 -0.4 -0.8 -0.156
C 0.33108 -3.14487 1.44893 -0.3 0.5 -0.7 0.143
C 1.60821 -2.47529 2.00386 0.5 -0.5 -0.2 -0.137
C 2.93321 -2.94003 1.35401 0.4 0.5 0.5 -0.741
C 3.58846 -1.78126 0.58050 -0.4 -0.8 -0.1 -0.658
S 2.58708 -1.18116 -0.81209 0.6 -0.5 -1.0 -0.072
C 3.35411 -1.76372 -2.33211 0.2 -0.6 1.3 0.031
S 4.06964 -3.24142 -2.31991 -0.1 0.0 -0.1 -0.123
N 3.21214 -0.89930 -3.40551 0.4 -0.9 0.3 0.096
C 3.15144 -1.57505 -4.71030 0.0 0.3 -0.3 -0.364
C 4.53173 -1.82052 -5.32212 -0.1 0.2 0.1 -0.493
O 5.09142 -0.52839 -5.59213 -0.2 -0.4 0.4 -0.347
C 5.38795 0.03611 -4.32749 0.3 0.7 -0.1 -0.626
C 4.17215 0.21801 -3.39485 0.1 0.4 -0.1 0.171
C -0.93777 -2.27924 1.69207 -0.9 -1.0 0.2 1.539
O -1.85611 -3.07415 2.36633 0.1 0.1 0.1 -0.589
F -0.68691 -1.21972 2.50533 0.3 0.6 -0.2 -0.210
C -1.58887 -1.79373 0.43087 0.4 0.8 -0.9 -0.389
N -1.98455 -1.43375 -0.59326 0.1 -0.4 1.1 -0.413
H 0.16289 -4.07526 1.99056 -0.1 0.0 0.0 0.278
H 1.64440 -2.72788 3.06368 -0.1 0.1 0.0 0.320
H 1.58628 -1.38545 1.96096 -0.4 -0.1 -0.1 -0.082
H 2.84924 -3.85508 0.76808 -0.1 0.2 -0.2 0.485
H 3.62032 -3.16615 2.17764 0.0 -0.1 -0.1 0.250
H 4.57920 -2.03122 0.21222 -0.1 -0.1 0.0 0.209
H 3.67544 -0.93712 1.27375 0.1 0.1 -0.2 0.454
H 2.63214 -0.86620 -5.38442 0.6 -0.8 1.0 -0.323
H 2.54696 -2.47443 -4.60505 0.1 0.0 0.0 0.558
H 4.48022 -2.42340 -6.22969 -0.1 0.3 -0.2 0.455
H 5.22793 -2.31446 -4.64178 -0.3 -0.3 0.1 0.356
H 5.78527 1.03573 -4.53290 -0.1 0.0 0.1 0.253
H 6.21558 -0.50755 -3.85723 -0.3 -0.3 0.0 0.202
H 4.56654 0.33497 -2.38365 -0.2 0.1 0.0 0.334
H 3.66861 1.14517 -3.66428 -0.2 -0.2 -0.1 -0.268
H -2.49243 -2.44184 2.72418 -0.4 -0.3 0.1 0.378
C 0.92742 1.48379 4.53856 0.0 0.3 0.0 -0.377
Br 1.22622 -0.34275 5.06510 0.1 0.0 0.0 -0.042
Br 1.72865 2.72245 5.78356 0.0 -0.1 -0.1 -0.056
Br 1.51307 1.81609 2.71886 -0.2 -0.2 0.9 0.038
H -0.14071 1.65064 4.56726 0.0 0.0 0.0 0.301
C 4.07915 -5.06418 5.87548 0.0 0.0 0.0 -0.332
Br 3.79629 -5.76075 4.09954 0.0 0.1 0.1 -0.043
Br 5.94542 -5.08444 6.36206 -0.1 0.0 -0.1 -0.014
Br 3.29820 -3.31301 6.08727 0.1 -0.1 -0.1 0.019
H 3.56672 -5.72392 6.56075 0.0 0.0 0.0 0.388
C -5.57989 -2.04003 -1.64724 0.1 0.0 -0.2 -0.312
Br -6.30295 -0.38420 -2.32071 0.0 -0.2 0.1 0.067
Br -5.72748 -2.15534 0.27452 0.1 -0.1 -0.1 -0.058
Br -6.36117 -3.57543 -2.51126 0.0 0.1 0.1 -0.001
H -4.52386 -2.04239 -1.88372 0.0 0.0 0.1 0.294
C -8.50092 -0.09337 1.30050 0.0 0.1 0.0 0.368
Br -8.28410 0.07039 3.21257 0.0 0.0 -0.1 0.005
Br -9.84973 -1.39005 0.84374 0.1 0.1 0.1 -0.012
Br -8.83743 1.61031 0.46078 0.0 -0.1 0.1 0.129
H -7.56372 -0.45837 0.90709 0.0 0.0 0.0 -0.411
C 7.91597 0.39935 -0.67266 0.0 0.0 0.1 -0.375
Br 6.77440 -1.10000 -1.08437 0.2 0.1 0.0 0.044
Br 7.60310 1.87894 -1.86991 0.0 -0.1 0.1 -0.025
Br 7.75287 0.92874 1.17424 0.0 0.0 -0.1 -0.034
H 8.93607 0.07649 -0.82379 0.0 0.0 0.0 0.405
C 1.34101 1.77956 -7.54235 0.0 0.0 -0.1 -0.441
Br 1.74318 -0.06276 -7.13545 -0.5 0.7 -0.9 -0.017
Br 2.10539 2.97343 -6.23430 0.0 -0.1 -0.1 0.005
Br 1.85873 2.24503 -9.33748 0.0 0.0 0.1 -0.016
H 0.26776 1.88935 -7.48459 0.0 0.0 0.0 0.425
C -6.03734 4.03649 -2.73205 0.1 -0.1 0.1 -0.329
Br -7.31671 4.91473 -1.59050 0.0 0.0 0.0 -0.008
Br -4.63413 3.20112 -1.70710 -0.1 0.0 0.0 0.009
Br -6.88263 2.78325 -3.92862 0.0 0.1 0.1 -0.041
H -5.57568 4.80064 -3.34056 0.0 0.0 0.0 0.346
C -4.94010 2.62097 4.26231 -0.1 0.1 -0.1 -0.366
Br -4.01899 0.93339 4.08786 0.0 0.1 0.0 0.029
Br -3.91205 3.89334 5.28263 0.0 -0.1 -0.1 -0.040
Br -5.45707 3.32927 2.54817 0.1 -0.1 0.0 0.087
H -5.84931 2.43037 4.81491 0.0 0.0 0.0 0.314
C -12.26011 0.95766 5.25609 0.0 -0.1 -0.1 -0.382
Br -12.01778 -0.95134 5.39242 0.0 0.1 0.0 -0.025
Br -11.29924 1.89992 6.63861 0.0 -0.1 -0.1 -0.025
Br -11.80103 1.61050 3.50362 0.0 0.0 0.1 0.079
H -13.31115 1.15690 5.40678 0.0 0.0 0.0 0.352
C -10.18967 5.38198 1.32440 0.0 0.0 0.1 0.101
Br -9.97664 5.54138 3.23308 0.0 0.0 -0.1 -0.012
Br -11.55926 4.10574 0.86706 0.0 0.2 0.0 -0.047
Br -10.49642 7.09215 0.48833 0.0 -0.1 0.0 -0.039
H -9.25684 4.99954 0.93228 0.0 0.0 0.0 -0.078
C 2.10440 3.27810 -1.07022 -0.2 0.2 0.5 -0.487
Br 0.32047 3.52938 -1.75376 0.1 -0.1 0.0 -0.017
Br 2.27018 1.56494 -0.14868 0.1 1.7 -1.2 0.175
Br 3.43286 3.52627 -2.43665 0.0 0.1 0.1 -0.043
H 2.27578 4.05413 -0.33682 0.0 0.0 0.0 0.414
C 7.07832 -2.01857 8.90553 0.0 0.0 0.0 -0.302
Br 5.61194 -2.76140 9.91392 0.1 0.1 -0.1 -0.008
Br 6.45856 -1.04746 7.36120 0.0 0.0 0.1 0.023
Br 8.23544 -0.94263 10.01016 -0.1 -0.1 -0.1 -0.043
H 7.66725 -2.84898 8.54310 0.0 0.0 0.0 0.316
C 6.29216 2.01886 -9.23549 -0.1 0.1 0.2 -0.368
Br 5.58215 1.22761 -7.62465 0.2 0.1 -0.5 0.215
Br 5.38037 3.65028 -9.72360 0.1 -0.1 0.0 -0.060
Br 8.19891 2.29467 -9.10694 -0.1 0.0 0.0 -0.064
H 6.12921 1.31213 -10.03647 0.0 0.0 0.0 0.351
```
Positions in Å, forces in eV/Å.

Output
- spin multiplicity = 1
- HOMO (Ha) = -0.3003
- orbital gap (eV) = 7.7
- LUMO level (eV) = -0.43

Calculated total energy: -4233.65294 -1295.70236 -7261.96648 -102567.30770 (hartree)
Maximum force: 0.0482 0.1419 0.0138 0.0408 (hartree/bohr)